[1]
{"formula": "C24H30CrN11O15", "method": "the ωB97M-V functional and the def2-TZVPD basis", "symbols": ["Cr", "N", "O", "O", "O", "N", "O", "O", "O", "N", "O", "O", "O", "N", "O", "O", "O", "N", "O", "O", "O", "N", "C", "C", "C", "C", "H", "H", "H", "H", "H", "N", "C", "C", "C", "C", "H", "H", "H", "H", "H", "N", "C", "C", "C", "C", "H", "H", "H", "H", "H", "N", "C", "C", "C", "C", "H", "H", "H", "H", "H", "N", "C", "C", "C", "C", "H", "H", "H", "H", "H", "N", "C", "C", "C", "C", "H", "H", "H", "H", "H"], "positions_angstrom": [[-6.339, 0.692, -16.495], [-8.223, -1.154, -14.206], [-7.883, -0.370, -15.124], [-8.260, -2.385, -14.550], [-8.441, -0.662, -13.113], [-7.900, 2.675, -17.540], [-8.763, 3.282, -18.126], [-8.089, 2.059, -16.501], [-7.016, 1.965, -18.107], [-3.692, -0.076, -18.663], [-4.726, 0.262, -18.085], [-3.454, -1.272, -18.731], [-3.000, 0.686, -19.282], [-4.952, -2.270, -15.588], [-4.082, -2.769, -16.303], [-5.637, -3.025, -14.961], [-5.246, -1.060, -15.681], [-4.889, 2.401, -14.878], [-4.448, 3.304, -14.277], [-4.985, 2.426, -16.102], [-5.615, 1.443, -14.522], [-9.405, 3.271, -12.037], [-8.591, 2.932, -13.173], [-7.935, 4.087, -13.646], [-8.295, 5.179, -12.868], [-9.106, 4.599, -11.803], [-9.983, 2.648, -11.491], [-8.624, 1.894, -13.469], [-7.236, 4.100, -14.470], [-7.912, 6.177, -13.018], [-9.596, 5.183, -11.038], [-4.338, 4.271, -18.548], [-3.006, 4.147, -18.079], [-2.226, 5.121, -18.629], [-3.011, 5.805, -19.535], [-4.265, 5.334, -19.430], [-5.199, 3.808, -18.296], [-2.815, 3.420, -17.304], [-1.172, 5.275, -18.454], [-2.712, 6.477, -20.325], [-5.125, 5.442, -20.075], [-3.502, 5.501, -12.282], [-3.097, 5.741, -11.059], [-2.483, 6.978, -11.104], [-2.331, 7.427, -12.393], [-3.049, 6.463, -13.075], [-4.191, 4.796, -12.505], [-3.385, 5.077, -10.258], [-2.150, 7.429, -10.181], [-1.812, 8.313, -12.726], [-3.410, 6.532, -14.091], [-6.576, 3.279, -10.303], [-5.438, 2.734, -10.750], [-4.692, 2.329, -9.660], [-5.375, 2.657, -8.499], [-6.472, 3.339, -8.955], [-7.413, 3.439, -10.844], [-5.122, 2.586, -11.772], [-3.711, 1.876, -9.671], [-5.052, 2.632, -7.469], [-7.216, 3.858, -8.369], [-4.249, -2.702, -10.794], [-3.591, -2.232, -11.905], [-4.356, -1.181, -12.405], [-5.531, -1.207, -11.676], [-5.404, -2.013, -10.626], [-3.908, -3.341, -10.090], [-2.602, -2.558, -12.191], [-4.216, -0.543, -13.266], [-6.386, -0.548, -11.708], [-6.052, -2.153, -9.773], [-1.214, 0.227, -13.778], [-0.201, -0.687, -14.088], [0.214, -0.429, -15.387], [-0.592, 0.597, -15.887], [-1.468, 1.009, -14.895], [-1.649, 0.418, -12.887], [0.059, -1.336, -13.265], [0.983, -0.945, -15.942], [-0.483, 1.036, -16.868], [-2.182, 1.816, -14.961]], "atomic_forces_ev_per_a": [[1.30, 0.49, 1.18], [0.90, -3.36, -1.94], [0.55, 2.60, -2.09], [-0.85, 2.49, 1.98], [-0.57, -0.55, 0.88], [-2.29, -5.23, -2.39], [1.21, 1.92, 0.40], [-1.28, 0.62, 6.34], [3.73, 0.98, -3.59], [0.68, -3.53, -1.44], [-3.23, 2.46, 1.91], [0.25, -1.24, 0.35], [1.11, 2.96, -0.49], [0.38, -3.15, -2.78], [1.36, 1.18, -0.08], [-1.58, -0.41, 2.53], [-0.42, 3.30, 0.18], [-4.31, -1.76, -1.78], [1.80, 1.20, 2.51], [1.01, 0.69, -5.26], [0.04, -1.40, 3.80], [3.09, 1.55, -2.40], [-0.93, 0.43, 0.87], [-0.70, -2.33, 0.00], [-1.43, -1.96, 2.81], [-0.15, 2.36, -1.34], [0.30, 0.17, -0.18], [0.37, 0.04, -0.36], [-0.17, -0.13, -0.08], [-0.28, 0.03, 0.48], [-0.11, -0.25, 0.14], [2.90, 1.69, -0.32], [-1.95, -0.81, 1.25], [0.99, -1.11, 0.63], [-0.27, 1.40, -1.39], [-2.47, -1.53, -0.54], [0.61, -0.38, 0.13], [0.16, 0.04, -0.18], [-0.08, -0.18, 0.08], [0.12, 0.25, 0.29], [0.04, 0.56, -0.03], [-0.90, -1.25, -1.31], [-0.07, 1.02, 2.42], [1.23, -0.58, 3.72], [-0.96, -0.72, -0.52], [-0.21, 1.58, -3.56], [0.35, -0.07, -0.41], [0.14, 0.23, 0.13], [0.38, 0.20, -0.09], [-0.31, -0.17, -0.21], [0.30, -0.33, -0.16], [0.10, 0.53, 0.12], [1.96, -1.52, -0.47], [1.20, -0.49, -0.86], [-0.44, 1.44, 0.21], [-1.94, 0.02, 1.64], [0.23, 0.41, -0.02], [-0.67, 0.03, -0.15], [-0.08, -0.09, -0.36], [0.01, -0.19, -0.12], [-0.20, -0.16, -0.08], [0.87, -0.74, 0.71], [0.27, 1.27, -0.02], [0.75, -1.25, -0.90], [-1.88, 2.73, 0.57], [-0.35, -1.37, 1.00], [0.19, 0.09, -0.53], [-0.18, -0.21, 0.05], [0.30, -0.35, -0.12], [0.12, 0.12, -0.63], [0.04, -0.22, -0.15], [0.12, 0.45, -1.42], [-0.81, 1.21, 0.63], [-0.03, -0.88, 1.03], [-0.52, 0.97, 0.11], [1.03, -0.62, -0.33], [0.12, -0.53, -0.13], [0.41, -0.27, -0.46], [-0.09, -0.09, 0.16], [-0.30, -0.06, 0.01], [-0.04, -0.19, 0.40]], "mulliken_spin": [3.14, 0.00, -0.01, 0.01, 0.00, -0.01, 0.02, -0.05, -0.04, 0.01, 0.00, 0.00, 0.00, 0.00, 0.00, 0.00, -0.01, -0.05, 0.01, -0.05, 0.04, 0.00, 0.00, 0.00, 0.00, 0.00, 0.00, 0.00, 0.00, 0.00, 0.00, 0.00, 0.00, 0.00, 0.00, 0.00, 0.00, 0.00, 0.00, 0.00, 0.00, 0.00, 0.00, 0.00, 0.00, 0.00, 0.00, 0.00, 0.00, 0.00, 0.00, 0.00, 0.00, 0.00, 0.00, 0.00, 0.00, 0.00, 0.00, 0.00, 0.00, 0.00, 0.00, 0.00, 0.00, 0.00, 0.00, 0.00, 0.00, 0.00, 0.00, 0.00, 0.00, 0.00, 0.00, 0.00, 0.00, 0.00, 0.00, 0.00, 0.00], "spin_multiplicity": 4, "lumo_energy_ev": [1.915, 3.186], "fmax_ev_per_a": 6.50, "charge": -2, "gap_ev": [4.913, 6.265]}



[2]
{"formula": "C24H30F18O12", "method": "the ωB97M-V functional and the def2-TZVPD basis", "symbols": ["C", "C", "O", "C", "O", "C", "F", "F", "F", "H", "H", "H", "H", "H", "C", "C", "O", "C", "O", "C", "F", "F", "F", "H", "H", "H", "H", "H", "C", "C", "O", "C", "O", "C", "F", "F", "F", "H", "H", "H", "H", "H", "C", "C", "O", "C", "O", "C", "F", "F", "F", "H", "H", "H", "H", "H", "C", "C", "O", "C", "O", "C", "F", "F", "F", "H", "H", "H", "H", "H", "C", "C", "O", "C", "O", "C", "F", "F", "F", "H", "H", "H", "H", "H"], "positions_angstrom": [[0.778, -4.231, 5.568], [1.781, -4.596, 4.461], [2.171, -5.989, 4.588], [2.492, -6.671, 3.457], [2.293, -6.387, 2.241], [2.860, -8.120, 3.773], [2.176, -8.914, 2.923], [4.175, -8.253, 3.561], [2.612, -8.420, 5.040], [0.299, -3.253, 5.509], [1.181, -4.284, 6.579], [0.018, -5.012, 5.587], [2.711, -4.029, 4.494], [1.386, -4.404, 3.463], [-1.251, -0.507, -3.617], [-2.219, 0.611, -3.978], [-1.659, 1.922, -3.902], [-2.393, 2.955, -3.612], [-3.615, 2.931, -3.390], [-1.642, 4.291, -3.554], [-0.378, 4.094, -3.919], [-2.235, 5.150, -4.447], [-1.635, 4.801, -2.342], [-0.722, -0.680, -4.554], [-1.809, -1.411, -3.375], [-0.619, -0.165, -2.798], [-3.111, 0.510, -3.361], [-2.648, 0.476, -4.971], [-0.061, 1.808, -0.142], [-0.128, 0.737, 0.881], [1.238, 0.300, 0.998], [1.501, -0.578, 1.961], [0.752, -0.881, 2.910], [2.832, -1.236, 1.730], [3.752, -0.682, 2.534], [2.723, -2.494, 1.906], [3.327, -1.024, 0.471], [0.278, 2.793, 0.180], [-1.033, 1.956, -0.612], [0.523, 1.551, -1.026], [-0.868, 0.033, 0.499], [-0.507, 1.216, 1.784], [2.726, -1.132, -2.795], [2.158, -2.507, -2.737], [1.227, -2.724, -1.637], [0.709, -3.936, -1.314], [1.144, -4.969, -1.862], [-0.276, -3.916, -0.065], [-1.233, -4.825, -0.208], [0.379, -4.204, 1.046], [-0.934, -2.759, 0.054], [3.112, -0.790, -3.756], [3.589, -1.127, -2.129], [2.031, -0.359, -2.466], [2.966, -3.228, -2.611], [1.536, -2.705, -3.610], [0.373, 6.262, -0.085], [1.788, 6.469, -0.671], [1.669, 6.696, -2.059], [2.764, 7.203, -2.721], [3.864, 7.315, -2.174], [2.436, 7.735, -4.131], [1.177, 7.471, -4.495], [2.614, 9.029, -4.199], [3.323, 7.230, -5.008], [-0.406, 6.964, -0.380], [0.452, 6.220, 1.001], [-0.013, 5.320, -0.474], [2.445, 5.616, -0.499], [2.226, 7.394, -0.298], [-4.872, -1.652, 3.333], [-3.555, -0.864, 3.177], [-3.420, -0.330, 1.764], [-4.165, 0.745, 1.356], [-4.858, 1.482, 2.064], [-4.116, 0.934, -0.160], [-3.562, 2.122, -0.429], [-3.468, -0.009, -0.847], [-5.337, 1.020, -0.628], [-4.998, -2.335, 2.492], [-5.733, -1.002, 3.180], [-4.936, -2.170, 4.290], [-2.712, -1.545, 3.295], [-3.439, -0.055, 3.899]], "atomic_forces_ev_per_a": [[0.21, -1.27, 0.41], [-0.42, 2.42, 0.02], [1.32, -2.45, -3.90], [-2.76, 2.68, 2.45], [0.63, 0.20, 1.94], [1.28, -2.84, -0.01], [0.55, 0.83, 1.05], [-0.76, 0.25, -0.10], [-0.27, 0.41, -1.13], [0.27, -0.04, -0.69], [0.58, 0.05, -0.15], [-0.35, 0.18, -0.27], [0.02, -0.01, 0.33], [-0.32, -0.30, -0.05], [-0.07, 1.06, -1.03], [-2.09, -0.81, 0.25], [1.61, -0.40, -0.01], [-4.68, -0.07, 0.92], [3.10, 0.12, -0.53], [-0.09, -0.17, -1.64], [0.38, 0.40, -0.21], [0.75, -0.72, 1.24], [-0.39, 0.38, 0.34], [0.75, -0.34, 0.45], [0.03, 0.15, 0.17], [0.16, -0.37, -0.06], [0.13, 0.62, 0.41], [0.40, 0.10, -0.27], [-0.43, 1.24, -1.88], [-0.50, 1.76, -0.33], [-0.18, -1.51, 1.02], [-3.43, 0.47, 1.52], [2.28, 0.51, -2.56], [1.71, 3.03, -1.57], [-0.09, -0.49, 0.54], [0.17, -2.88, 0.72], [-0.69, -0.34, 0.67], [0.12, -0.18, 0.32], [-0.35, 0.14, 0.39], [0.45, -0.33, 0.20], [0.66, -0.96, 0.51], [0.24, -0.62, 0.40], [0.50, 0.94, 1.26], [-0.71, -1.47, -0.94], [-1.65, 0.24, 2.00], [3.67, -1.39, -2.49], [-2.23, 2.52, 2.15], [-0.98, 0.23, -1.98], [0.26, -0.61, -0.25], [0.64, 0.17, 0.71], [0.80, 0.31, 0.25], [-0.28, -0.63, -0.26], [-0.04, 0.43, 0.14], [-0.11, -0.09, 0.08], [-0.24, -0.22, -0.36], [0.39, -0.34, -0.23], [0.53, -0.73, -0.57], [-0.66, 0.95, 0.67], [0.70, 0.63, -2.77], [1.16, -0.40, 3.57], [-2.64, -0.18, -1.96], [0.35, -0.66, -0.43], [0.49, -0.29, -0.07], [-0.13, 1.28, 0.52], [-0.56, -0.64, 0.08], [0.54, 0.53, 0.01], [-0.11, -0.04, -0.04], [0.07, -0.26, 0.29], [-0.01, 0.07, 0.19], [0.26, -0.28, 0.54], [0.09, 0.86, -0.99], [-0.62, -0.01, -0.74], [-0.82, 0.64, 0.48], [-1.09, -0.01, 3.42], [2.09, -2.12, -2.00], [0.01, 1.02, -0.41], [0.78, 0.06, 0.14], [0.29, -0.16, 0.27], [-1.10, -0.51, -0.20], [0.44, -0.46, 0.20], [0.04, 0.28, 0.56], [0.06, 0.07, -0.11], [0.09, 0.22, -0.35], [-0.20, 0.13, -0.26]], "mulliken_spin": [0.00, 0.01, 0.05, -0.05, 0.87, 0.06, 0.00, 0.01, 0.03, 0.00, 0.00, 0.00, 0.00, 0.00, 0.00, 0.00, 0.00, 0.00, 0.00, 0.00, 0.00, 0.00, 0.00, 0.00, 0.00, 0.00, 0.00, 0.00, 0.00, 0.00, 0.00, 0.00, 0.00, 0.00, 0.00, 0.00, 0.00, 0.00, 0.00, 0.00, 0.00, 0.00, 0.00, 0.00, 0.00, 0.00, 0.00, 0.00, 0.00, 0.00, 0.00, 0.00, 0.00, 0.00, 0.00, 0.00, 0.00, 0.00, 0.00, 0.00, 0.00, 0.00, 0.00, 0.00, 0.00, 0.00, 0.00, 0.00, 0.00, 0.00, 0.00, 0.00, 0.00, 0.00, 0.00, 0.00, 0.00, 0.00, 0.00, 0.00, 0.00, 0.00, 0.00, 0.00], "spin_multiplicity": 2, "lumo_energy_ev": [-6.274, -10.611], "fmax_ev_per_a": 4.79, "charge": 1, "gap_ev": [6.210, 1.873]}



[3]
{"formula": "C24H30N2O4", "method": "the ωB97M-V functional and the def2-TZVPD basis", "symbols": ["C", "O", "C", "C", "C", "C", "C", "C", "N", "C", "C", "C", "O", "N", "C", "C", "C", "O", "C", "C", "C", "C", "C", "C", "C", "C", "C", "O", "C", "C", "H", "H", "H", "H", "H", "H", "H", "H", "H", "H", "H", "H", "H", "H", "H", "H", "H", "H", "H", "H", "H", "H", "H", "H", "H", "H", "H", "H", "H", "H"], "positions_angstrom": [[2.551, 2.812, -1.867], [1.171, 2.556, -1.791], [0.577, 2.537, -0.561], [-0.811, 2.390, -0.562], [-1.508, 2.338, 0.625], [-0.849, 2.428, 1.848], [-1.600, 2.317, 3.143], [-2.135, 0.890, 3.363], [-1.104, -0.108, 3.168], [-1.094, -0.945, 1.996], [0.254, -0.909, 1.256], [0.393, -2.177, 0.419], [-0.167, -3.217, 0.720], [1.224, -2.108, -0.647], [1.840, -0.889, -1.120], [1.434, -3.326, -1.406], [0.355, -3.574, -2.472], [0.301, -2.546, -3.436], [-0.578, -1.510, -3.307], [-1.478, -1.321, -2.264], [-2.342, -0.238, -2.290], [-2.317, 0.669, -3.332], [-1.404, 0.495, -4.361], [-0.544, -0.582, -4.351], [1.421, -0.859, 2.265], [0.943, -1.226, 3.670], [-0.122, -0.233, 4.087], [-0.085, 0.414, 5.116], [0.528, 2.584, 1.839], [1.244, 2.641, 0.653], [3.137, 2.023, -1.385], [2.788, 2.834, -2.929], [2.805, 3.778, -1.420], [-1.313, 2.317, -1.513], [-2.584, 2.233, 0.603], [-2.446, 3.007, 3.157], [-0.937, 2.561, 3.973], [-2.955, 0.676, 2.677], [-2.500, 0.811, 4.392], [-1.883, -0.617, 1.318], [-1.299, -1.988, 2.273], [0.278, -0.029, 0.614], [2.480, -1.126, -1.967], [2.451, -0.434, -0.337], [1.094, -0.166, -1.458], [1.408, -4.167, -0.707], [2.414, -3.277, -1.883], [-0.613, -3.733, -1.991], [0.621, -4.481, -3.024], [-1.524, -1.999, -1.426], [-3.042, -0.109, -1.477], [-3.001, 1.504, -3.347], [-1.365, 1.201, -5.177], [0.166, -0.739, -5.148], [2.216, -1.546, 1.963], [1.838, 0.150, 2.290], [0.533, -2.237, 3.672], [1.765, -1.180, 4.385], [1.057, 2.663, 2.778], [2.315, 2.768, 0.691]], "atomic_forces_ev_per_a": [[0.19, 0.03, -0.01], [-0.37, -0.03, 0.12], [-0.05, -0.02, 0.03], [0.14, 0.02, -0.15], [0.18, 0.03, -0.05], [0.07, 0.11, 0.18], [-0.10, -0.21, 0.01], [0.03, 0.31, 0.34], [-0.18, 0.29, 0.02], [0.09, -0.57, -0.35], [-0.23, -0.18, -0.01], [0.12, 0.57, 0.05], [-0.27, -0.38, 0.11], [0.13, -0.31, -0.25], [-0.01, 0.37, 0.06], [-0.37, -0.27, -0.26], [0.24, -0.35, 0.51], [0.03, 0.37, -0.11], [-0.04, 0.16, -0.21], [0.15, -0.30, 0.13], [-0.05, 0.09, -0.11], [-0.16, 0.07, 0.03], [0.00, -0.01, 0.02], [0.11, -0.19, 0.09], [0.07, -0.05, 0.00], [0.15, 0.14, 0.08], [0.18, -0.46, -0.16], [0.04, 0.30, 0.38], [-0.26, 0.00, 0.01], [0.25, 0.01, -0.35], [-0.01, 0.03, 0.01], [0.05, 0.01, 0.08], [0.00, -0.04, 0.01], [-0.05, 0.00, -0.09], [-0.16, -0.02, -0.01], [0.00, 0.05, 0.06], [-0.07, 0.04, 0.01], [0.03, -0.03, 0.03], [-0.08, 0.00, -0.14], [0.01, -0.03, 0.08], [-0.04, 0.20, -0.14], [0.03, 0.01, 0.01], [-0.01, 0.00, 0.03], [0.03, 0.10, -0.03], [0.08, 0.05, -0.02], [0.08, 0.03, -0.14], [-0.03, 0.00, 0.03], [0.05, 0.00, -0.07], [-0.09, 0.07, 0.09], [0.02, -0.12, 0.05], [-0.06, 0.01, 0.08], [-0.05, 0.08, 0.01], [0.01, 0.05, -0.08], [0.08, -0.02, -0.10], [0.05, 0.09, -0.01], [0.05, -0.05, -0.03], [-0.01, -0.06, 0.02], [-0.13, 0.01, 0.02], [0.05, 0.00, 0.12], [0.11, 0.01, -0.03]], "mulliken_charge": [-0.94, -0.43, 0.24, -0.38, -0.14, 0.26, -1.49, -1.01, 0.33, -1.76, 3.48, -0.49, -0.71, 0.33, -0.94, -0.90, -0.68, -0.45, 0.60, -0.16, -0.51, -0.75, -0.43, -0.53, -0.90, -1.21, 0.68, -0.70, -0.61, -0.26, 0.30, 0.25, 0.38, 0.72, 0.49, 0.46, 0.44, 0.45, 0.49, 0.29, 0.44, -1.55, 0.30, 0.39, 0.18, 0.41, 0.56, 0.39, 0.42, 0.30, 0.39, 0.49, 0.39, 0.46, 0.62, 0.39, 0.39, 0.46, 0.30, 0.45], "spin_multiplicity": 1, "lumo_energy_ev": 0.604, "fmax_ev_per_a": 0.67, "gap_ev": 9.131, "smiles": "COc1ccc(CCN2C[C@H](C(=O)N(C)CCOc3ccccc3)CCC2=O)cc1"}



Total energy? In order: -3707.228655; -3632.595284; -1343.039988 a.u..